# 1
Molecular formula: C6H14N3
Method: DFT, the ωB97M-V functional and the def2-TZVPD basis

Structure (XYZ):
```
23
Properties=species:S:1:pos:R:3
C -0.807 -0.208 -0.998
C -1.350 -0.501 0.164
C 0.736 -1.262 1.223
C 1.370 1.078 0.556
C -1.054 0.577 -2.216
C -2.835 -0.697 0.077
N 1.327 0.071 1.419
N 2.841 1.017 -0.280
N -0.677 -1.027 1.258
H 0.858 -1.590 0.149
H 0.976 -2.015 1.985
H 1.376 2.078 0.971
H -0.667 1.539 -1.981
H -2.159 0.711 -2.474
H -0.638 0.244 -3.211
H -3.174 -0.005 -0.733
H -3.352 -0.580 1.016
H -3.140 -1.685 -0.337
H 1.716 0.239 2.333
H 3.482 1.360 0.462
H 2.939 1.622 -1.036
H -1.117 -1.159 2.179
H 3.348 0.194 -0.527
```

Calculated values
2S+1   3
Net charge   +1
Energy   -400.8179 hartree
Largest force on an atom   2.88 eV Å⁻¹
⟨S²⟩   2.0159
Gap between HOMO and LUMO (spin up / spin down)   7.75 / 5.93 eV
HOMO energy (spin up / spin down)   -0.399 / -0.407 Ha
Relative energy (zero: lowest compared OMol25 entry of this formula, charge and spin)   48.7 kcal/mol


# 2
Molecular formula: C28H79N7O8
Method: DFT, the ωB97M-V functional and the def2-TZVPD basis

Structure (XYZ):
```
122
Properties=species:S:1:pos:R:3
C 11.755 8.891 10.792
O 13.047 8.682 11.387
C 13.071 9.070 12.787
C 14.484 8.693 13.393
C 14.923 7.352 12.962
N 14.429 8.825 14.838
H 11.904 8.620 9.753
H 11.419 9.908 10.850
H 10.984 8.224 11.191
H 12.878 10.155 12.904
H 12.308 8.517 13.314
H 15.194 9.417 12.957
H 14.944 7.249 11.913
H 14.189 6.622 13.279
H 15.967 7.135 13.300
H 14.527 9.800 15.067
H 15.191 8.327 15.290
C 14.048 13.327 12.200
O 14.533 13.743 10.956
C 13.566 13.689 9.934
C 14.061 14.486 8.697
C 14.541 15.864 9.123
N 12.994 14.481 7.732
H 14.821 13.548 12.998
H 13.929 12.230 12.213
H 13.049 13.716 12.377
H 13.341 12.619 9.700
H 12.568 14.142 10.228
H 14.891 13.934 8.210
H 13.767 16.307 9.754
H 14.684 16.530 8.278
H 15.453 15.863 9.702
H 12.330 15.232 7.932
H 13.327 14.598 6.774
C 16.169 16.721 19.453
O 15.112 17.391 18.817
C 14.198 16.468 18.235
C 12.815 17.105 17.895
C 11.861 16.001 17.202
N 12.908 18.206 16.994
H 16.840 16.178 18.788
H 15.882 15.999 20.198
H 16.718 17.503 19.951
H 14.527 16.061 17.284
H 14.023 15.623 18.975
H 12.302 17.379 18.813
H 12.010 15.905 16.130
H 10.775 16.270 17.327
H 11.898 14.983 17.612
H 13.569 18.827 17.417
H 13.349 17.845 16.134
C 18.108 16.225 15.632
O 17.023 15.782 14.900
C 16.502 16.856 14.050
C 15.220 16.575 13.302
C 14.725 17.867 12.589
N 14.197 16.176 14.292
H 18.902 16.613 15.005
H 18.475 15.435 16.273
H 17.823 17.120 16.231
H 16.278 17.720 14.693
H 17.379 17.117 13.411
H 15.450 15.888 12.457
H 14.105 18.534 13.226
H 14.146 17.549 11.738
H 15.545 18.428 12.114
H 14.578 15.393 14.813
H 13.331 15.899 13.827
C 8.653 12.971 20.053
O 8.969 12.468 18.799
C 8.237 13.019 17.701
C 8.632 12.461 16.288
C 10.028 12.953 15.856
N 7.672 12.893 15.289
H 8.950 14.017 20.236
H 9.223 12.323 20.713
H 7.562 12.911 20.256
H 7.134 12.896 17.857
H 8.428 14.125 17.716
H 8.679 11.357 16.415
H 10.834 12.684 16.557
H 10.108 14.061 15.624
H 10.190 12.439 14.914
H 7.809 12.354 14.425
H 6.754 12.726 15.647
C 13.682 7.758 20.279
O 13.695 8.449 19.070
C 13.170 9.785 19.266
C 13.183 10.595 17.963
C 12.927 12.043 18.408
N 12.252 10.065 16.915
H 14.154 6.802 20.038
H 12.655 7.573 20.609
H 14.211 8.221 21.103
H 12.122 9.722 19.601
H 13.792 10.226 20.097
H 14.137 10.521 17.471
H 13.786 12.364 19.046
H 11.971 12.213 18.923
H 12.958 12.591 17.484
H 12.677 9.314 16.414
H 11.292 9.955 17.205
C 18.033 12.359 19.931
O 17.152 12.589 18.840
C 17.790 12.423 17.586
C 16.709 12.263 16.458
C 17.261 11.918 15.071
N 15.787 13.417 16.428
H 18.928 13.007 20.163
H 18.363 11.302 19.855
H 17.390 12.389 20.784
H 18.465 13.228 17.335
H 18.411 11.532 17.543
H 16.099 11.420 16.824
H 16.413 11.542 14.550
H 18.089 11.217 15.100
H 17.569 12.873 14.646
H 15.622 13.633 17.388
H 16.175 14.261 16.029
O 13.432 11.891 14.933
H 12.910 11.223 15.457
H 13.990 12.376 15.530
```

Calculated values
2S+1   1
Net charge   0
Energy   -2099.2623 hartree
SMILES string   COC[C@H](C)N.COC[C@H](C)N.COC[C@H](C)N.COC[C@H](C)N.COC[C@H](C)N.COC[C@H](C)N.COC[C@H](C)N.O
Largest force on an atom   2.79 eV Å⁻¹
Gap between HOMO and LUMO   9.47 eV
HOMO energy   -0.326 Ha
Relative energy (zero: lowest compared OMol25 entry of this formula, charge and spin)   14.0 kcal/mol


# 3
Molecular formula: C6H8LiO6Sn
Method: DFT, the ωB97M-V functional and the def2-TZVPD basis

Structure (XYZ):
```
22
Properties=species:S:1:pos:R:3
O -1.980 -1.034 -0.416
C -0.972 -0.457 -1.045
C -2.575 -0.345 0.717
O -0.093 -0.036 -0.089
O -2.372 1.487 -0.780
C -3.206 0.940 0.173
H -1.809 -0.117 1.466
H -3.332 -1.034 1.114
H -3.461 1.559 1.060
H -4.179 0.672 -0.289
O 1.814 -0.459 -1.356
C 1.187 0.433 -0.512
C 2.345 -1.501 -0.551
O 1.117 1.666 -0.967
O 1.993 0.435 0.678
C 2.766 -0.769 0.733
H 3.185 -1.955 -1.084
H 1.574 -2.260 -0.355
H 3.829 -0.499 0.737
H 2.515 -1.326 1.642
Li -0.746 2.167 -1.100
Sn 2.400 2.433 0.224
```

Calculated values
2S+1   2
Net charge   0
Energy   -906.5886 hartree
Largest force on an atom   6.58 eV Å⁻¹
⟨S²⟩   0.7538
Gap between HOMO and LUMO (spin up / spin down)   6.22 / 7.30 eV
HOMO energy (spin up / spin down)   -0.241 / -0.290 Ha
Relative energy (zero: lowest compared OMol25 entry of this formula, charge and spin)   38.9 kcal/mol


# 4
Molecular formula: C14H26F3N2NdO
Method: DFT, the ωB97M-V functional and the def2-TZVPD basis

Structure (XYZ):
```
47
Properties=species:S:1:pos:R:3
C 1.253 -0.635 2.775
C 1.367 -0.639 1.243
C 2.408 -1.700 0.866
C -0.023 -0.985 0.626
C -0.516 -0.273 -0.681
C -0.801 -1.377 -1.747
C -2.108 -2.161 -1.630
N -2.341 -2.994 -0.460
C -1.872 0.423 -0.390
C -1.810 1.797 0.326
C -2.656 1.952 1.595
F -2.954 0.820 2.222
F -2.066 2.774 2.433
F -3.896 2.630 1.256
C 0.487 0.719 -1.332
C 1.834 1.073 -0.632
C 2.082 2.585 -0.746
C 3.013 0.352 -1.328
N 1.754 0.734 0.813
O 1.545 1.625 1.580
H 0.381 -0.094 3.124
H 1.212 -1.663 3.107
H 2.143 -0.202 3.220
H 2.110 -2.630 1.331
H 2.429 -1.886 -0.200
H 3.400 -1.436 1.211
H -0.745 -0.824 1.422
H 0.009 -2.051 0.453
H -0.808 -0.914 -2.733
H 0.039 -2.068 -1.757
H -2.969 -1.510 -1.783
H -2.136 -2.836 -2.481
H -2.451 -2.478 0.400
H -1.590 -3.651 -0.318
H -2.522 -0.277 0.142
H -2.318 0.571 -1.381
H -0.812 2.106 0.607
H -2.163 2.553 -0.372
H 0.003 1.661 -1.572
H 0.779 0.302 -2.287
H 2.400 2.806 -1.754
H 2.892 2.891 -0.090
H 1.201 3.167 -0.495
H 3.279 0.913 -2.211
H 2.703 -0.629 -1.667
H 3.863 0.243 -0.667
Nd -5.027 1.214 -0.035
```

Calculated values
2S+1   5
Net charge   +3
Energy   -1593.6339 hartree
Largest force on an atom   3.26 eV Å⁻¹
⟨S²⟩   6.0029
Gap between HOMO and LUMO (spin up / spin down)   6.29 / 6.41 eV
HOMO energy (spin up / spin down)   -0.652 / -0.652 Ha


no.,molecular weight (g/mol)
1,128.199
2,641.981
3,301.776
4,439.609